Density functional theory data (ωB97M-V/def2-TZVPD) for 10 unconnected molecules or ions with the total composition C42H97BrN2O11S at a distorted geometry.

Bonds (Å) are listed after each position.
Atoms and positions in Å:
1 C 1.43104 4.66923 1.03777  C2 1.588, H22 1.119, H23 1.122, H24 1.125
2 C 1.88885 3.61438 -0.05684  C1 1.588, C3 1.593, H25 1.122, H26 1.126
3 C 1.35920 4.00389 -1.50832  C2 1.593, C4 1.581, H27 1.129, H28 1.123
4 C -0.20383 4.23868 -1.55504  C3 1.581, C5 1.585, H29 1.131, H30 1.122
5 C -1.00256 3.15879 -2.39677  C4 1.585, C6 1.577, H31 1.120, H32 1.129
6 C -0.75860 1.67010 -1.93621  C5 1.577, C7 1.585, H33 1.129, H34 1.118
7 C -2.02370 0.98226 -1.27380  C6 1.585, C8 1.574, C10 1.592, C14 1.592
8 C -3.14299 1.07638 -2.37629  C7 1.574, N9 1.151
9 N -4.14205 1.15219 -2.94285  C8 1.151
10 C -2.42076 1.86081 -0.00732  C7 1.592, S11 1.827, H35 1.130, H36 1.128
11 S -4.07506 2.63506 -0.04085  C10 1.827, O12 1.473, O13 1.470, H37 1.395
12 O -4.20962 3.70573 -1.04338  S11 1.473
13 O -5.17188 1.65744 -0.06835  S11 1.470
14 C -1.84588 -0.57010 -0.96851  C7 1.592, Br15 2.008, C16 1.557, C18 1.578
15 Br -2.05634 -1.52559 -2.72159  C14 2.008
16 C -2.98987 -1.14500 -0.08231  C14 1.557, N17 1.154
17 N -3.80997 -1.32975 0.70806  C16 1.154
18 C -0.48263 -1.00157 -0.30105  C14 1.578, C19 1.575, C20 1.597, H38 1.130
19 C -0.01663 -0.11758 0.91646  C18 1.575, H39 1.124, H40 1.118, H41 1.128
20 C 0.72964 -1.19453 -1.32187  C18 1.597, C21 1.594, H42 1.114, H43 1.127
21 C 0.99064 -2.72321 -1.69002  C20 1.594, H44 1.128, H45 1.120, H46 1.119
22 H 2.01941 4.56793 1.98468  C1 1.119
23 H 1.52324 5.69938 0.60336  C1 1.122
24 H 0.35361 4.50628 1.31800  C1 1.125
25 H 1.56631 2.56848 0.19131  C2 1.122
26 H 3.01107 3.69346 -0.10141  C2 1.126
27 H 1.57862 3.13052 -2.19002  C3 1.129
28 H 1.90309 4.89618 -1.91989  C3 1.123
29 H -0.36450 5.21753 -2.09784  C4 1.131
30 H -0.68511 4.37569 -0.55052  C4 1.122
31 H -2.07346 3.48625 -2.41037  C5 1.120
32 H -0.62129 3.24819 -3.45556  C5 1.129
33 H -0.54514 1.07449 -2.87186  C6 1.129
34 H 0.17138 1.60752 -1.31963  C6 1.118
35 H -2.39344 1.22694 0.92768  C10 1.130
36 H -1.65138 2.66563 0.17478  C10 1.128
37 H -4.20678 3.27357 1.19226  S11 1.395
38 H -0.65841 -2.03337 0.12419  C18 1.130
39 H 0.89926 -0.60862 1.34454  C19 1.124
40 H 0.24952 0.93806 0.66242  C19 1.118
41 H -0.79654 -0.08202 1.73071  C19 1.128
42 H 0.60494 -0.64149 -2.28068  C20 1.114
43 H 1.64625 -0.84967 -0.76358  C20 1.127
44 H 0.81215 -2.84108 -2.79748  C21 1.128
45 H 2.05097 -3.03277 -1.50305  C21 1.120
46 H 0.25385 -3.39840 -1.18703  C21 1.119
47 C -1.25945 8.37335 3.17866  C48 1.520, H51 1.092, H52 1.093, H53 1.093
48 C -0.20178 7.89839 2.19561  C47 1.520, C49 1.521, O50 1.427, H54 1.093
49 C 0.05495 8.93573 1.11372  C48 1.521, H55 1.093, H56 1.093, H57 1.092
50 O -0.62883 6.67816 1.59223  C48 1.427, H58 0.967
51 H -2.21028 8.54579 2.66978  C47 1.092
52 H -1.44077 7.61424 3.94376  C47 1.093
53 H -0.95408 9.29962 3.67125  C47 1.093
54 H 0.72840 7.68722 2.72921  C48 1.093
55 H -0.85417 9.12783 0.53796  C49 1.093
56 H 0.80863 8.57589 0.40870  C49 1.093
57 H 0.40076 9.87835 1.54397  C49 1.092
58 H -1.45192 6.85672 1.11780  O50 0.967
59 C -2.09894 -3.39863 -6.86071  C60 1.521, H63 1.094, H64 1.093, H65 1.092
60 C -1.13242 -4.23827 -6.03978  C59 1.521, C61 1.520, O62 1.428, H66 1.093
61 C -1.18805 -5.70222 -6.44656  C60 1.520, H67 1.095, H68 1.092, H69 1.092
62 O -1.45370 -4.11521 -4.65353  C60 1.428, H70 0.966
63 H -3.12980 -3.73290 -6.70908  C59 1.094
64 H -2.05604 -2.35164 -6.55131  C59 1.093
65 H -1.86684 -3.45770 -7.92631  C59 1.092
66 H -0.11556 -3.85975 -6.16945  C60 1.093
67 H -2.18902 -6.11332 -6.28106  C61 1.095
68 H -0.49734 -6.29450 -5.84323  C61 1.092
69 H -0.92855 -5.83016 -7.49941  C61 1.092
70 H -2.35165 -4.44700 -4.52571  O62 0.966
71 C 2.17481 -6.01998 -4.06392  C72 1.520, H75 1.095, H76 1.093, H77 1.092
72 C 1.93299 -7.38411 -4.68952  C71 1.520, C73 1.521, O74 1.427, H78 1.093
73 C 2.86503 -8.43370 -4.10363  C72 1.521, H79 1.094, H80 1.092, H81 1.093
74 O 2.13291 -7.30502 -6.10058  C72 1.427, H82 0.965
75 H 3.19743 -5.67879 -4.25321  C71 1.095
76 H 1.50681 -5.27325 -4.50019  C71 1.093
77 H 2.01177 -6.04422 -2.98408  C71 1.092
78 H 0.89458 -7.68371 -4.52746  C72 1.093
79 H 3.91087 -8.17511 -4.29530  C73 1.094
80 H 2.68788 -9.40618 -4.56865  C73 1.092
81 H 2.72245 -8.53089 -3.02460  C73 1.093
82 H 3.04824 -7.04089 -6.25576  O74 0.965
83 C 5.18106 3.59015 2.91950  C84 1.521, H87 1.094, H88 1.093, H89 1.092
84 C 4.94805 2.24580 2.24731  C83 1.521, C85 1.520, O86 1.428, H90 1.093
85 C 5.88028 1.18059 2.80185  C84 1.520, H91 1.095, H92 1.091, H93 1.090
86 O 5.15369 2.37536 0.84049  C84 1.428, H94 0.965
87 H 6.20351 3.93942 2.74577  C83 1.094
88 H 4.51183 4.34779 2.50446  C83 1.093
89 H 5.01266 3.52762 3.99697  C83 1.092
90 H 3.90977 1.93704 2.39375  C84 1.093
91 H 6.92705 1.44934 2.62394  C85 1.095
92 H 5.70977 0.22457 2.30433  C85 1.091
93 H 5.73228 1.04618 3.87291  C85 1.090
94 H 6.06839 2.64800 0.69651  O86 0.965
95 C 0.06244 -6.50537 0.55270  C96 1.521, H99 1.094, H100 1.093, H101 1.092
96 C 1.34036 -6.93765 -0.14924  C95 1.521, C97 1.520, O98 1.427, H102 1.093
97 C 1.99823 -8.10537 0.56837  C96 1.520, H103 1.095, H104 1.093, H105 1.093
98 O 2.24927 -5.83880 -0.20047  C96 1.427, H106 0.966
99 H 0.27319 -6.17516 1.57456  C95 1.094
100 H -0.39284 -5.65913 0.03279  C95 1.093
101 H -0.66234 -7.32147 0.59282  C95 1.092
102 H 1.11494 -7.21955 -1.18086  C96 1.093
103 H 2.27418 -7.82882 1.59089  C97 1.095
104 H 2.92039 -8.39769 0.05967  C97 1.093
105 H 1.33204 -8.97041 0.60889  C97 1.093
106 H 2.45499 -5.58180 0.70719  O98 0.966
107 C -8.40644 5.12332 0.08666  C108 1.521, H111 1.095, H112 1.093, H113 1.092
108 C -8.55528 4.64827 -1.35084  C107 1.521, C109 1.520, O110 1.427, H114 1.093
109 C -7.89145 3.29652 -1.55632  C108 1.520, H115 1.093, H116 1.092, H117 1.092
110 O -7.96921 5.60597 -2.23181  C108 1.427, H118 0.966
111 H -7.35019 5.24125 0.34897  C107 1.095
112 H -8.87782 6.10039 0.21872  C107 1.093
113 H -8.86239 4.41800 0.78527  C107 1.092
114 H -9.61541 4.58122 -1.60713  C108 1.093
115 H -6.81999 3.35495 -1.34796  C109 1.093
116 H -7.99523 2.97132 -2.59378  C109 1.092
117 H -8.33160 2.53672 -0.90640  C109 1.092
118 H -7.03080 5.67240 -2.01352  O110 0.966
119 C 3.28221 -2.06093 5.79547  C120 1.521, H123 1.094, H124 1.092, H125 1.092
120 C 3.98133 -1.98847 4.44674  C119 1.521, C121 1.521, O122 1.427, H126 1.093
121 C 4.39010 -3.37065 3.96085  C120 1.521, H127 1.094, H128 1.092, H129 1.092
122 O 5.13784 -1.15902 4.55286  C120 1.427, H130 0.966
123 H 3.94679 -2.48291 6.55548  C119 1.094
124 H 3.00354 -1.06154 6.13690  C119 1.092
125 H 2.38085 -2.67550 5.74107  C119 1.092
126 H 3.31776 -1.52289 3.71372  C120 1.093
127 H 5.09169 -3.83657 4.65940  C121 1.094
128 H 4.89965 -3.30285 2.99698  C121 1.092
129 H 3.52170 -4.02442 3.85188  C121 1.092
130 H 5.73308 -1.56025 5.19881  O122 0.966
131 C -5.78420 9.24969 0.42948  C132 1.521, H135 1.094, H136 1.092, H137 1.092
132 C -4.72892 9.84653 1.34772  C131 1.521, C133 1.521, O134 1.428, H138 1.093
133 C -4.84177 11.36161 1.40946  C132 1.521, H139 1.094, H140 1.092, H141 1.092
134 O -3.42890 9.48422 0.87946  C132 1.428, H142 0.966
135 H -5.66465 9.62047 -0.59301  C131 1.094
136 H -5.68491 8.16273 0.38647  C131 1.092
137 H -6.79136 9.49486 0.77306  C131 1.092
138 H -4.83733 9.42904 2.35164  C132 1.093
139 H -4.69043 11.80332 0.41980  C133 1.094
140 H -4.07199 11.77707 2.06373  C133 1.092
141 H -5.82083 11.66985 1.78232  C133 1.092
142 H -3.32102 9.84796 -0.00866  O134 0.966
143 C 3.61695 -10.76381 3.68504  C144 1.521, H147 1.094, H148 1.092, H149 1.092
144 C 4.27060 -9.39881 3.53654  C143 1.521, C145 1.521, O146 1.428, H150 1.092
145 C 5.57828 -9.32298 4.30919  C144 1.521, H151 1.094, H152 1.092, H153 1.092
146 O 3.37815 -8.39064 4.01183  C144 1.428, H154 0.965
147 H 3.38038 -10.96962 4.73346  C143 1.094
148 H 2.67439 -10.79913 3.13415  C143 1.092
149 H 4.26908 -11.55699 3.31288  C143 1.092
150 H 4.45621 -9.19416 2.47956  C144 1.092
151 H 5.40763 -9.48032 5.37862  C145 1.094
152 H 6.02987 -8.33426 4.20190  C145 1.092
153 H 6.29010 -10.07232 3.95610  C145 1.092
154 H 3.20691 -8.56267 4.94614  O146 0.965

As for the total energy: -5567.654676 a.u. For the HOMO energy, the calculation gives -9.6053 eV. As for the LUMO energy: 0.00792 Eh. Its SMILES is CCCCCC[C@](C#N)(C[SH](=O)=O)[C@](Br)(C#N)[C@H](C)CC.CC(C)O.CC(C)O.CC(C)O.CC(C)O.CC(C)O.CC(C)O.CC(C)O.CC(C)O.CC(C)O. As for the charge: 0.